(1)
{
  "formula": "C49H35BrFeN2O3P",
  "method": "the ωB97M-V functional and the def2-TZVPD basis",
  "spin_multiplicity": 2,
  "lumo_energy_ev": [0.101, 0.092],
  "s_squared": 1.164,
  "gap_ev": [7.5, 7.6],
  "species": ["Fe", "C", "C", "C", "C", "C", "C", "C", "C", "C", "C", "C", "C", "C", "C", "C", "N", "H", "H", "H", "H", "H", "H", "H", "H", "H", "H", "Br", "C", "C", "C", "C", "C", "C", "C", "C", "C", "C", "H", "H", "H", "H", "H", "H", "O", "C", "O", "C", "C", "C", "C", "C", "N", "H", "H", "H", "H", "O", "P", "C", "C", "C", "C", "C", "C", "C", "C", "C", "C", "C", "C", "C", "C", "C", "C", "C", "C", "H", "H", "H", "H", "H", "H", "H", "H", "H", "H", "H", "H", "H", "H", "H"],
  "coordinates": [[0.35414, 1.19214, 0.57897], [-1.90886, 2.59246, 4.03417], [-1.78183, 1.51064, 4.90191], [-1.10033, 0.38591, 4.47487], [-0.55205, 0.33044, 3.19087], [-0.68771, 1.40501, 2.28824], [-1.37080, 2.53540, 2.75896], [0.23965, -0.85724, 2.74646], [0.43765, -1.97340, 3.61689], [1.14547, -3.04341, 3.19501], [1.67885, -3.05353, 1.88980], [2.42325, -4.15507, 1.38888], [2.92506, -4.13042, 0.12516], [2.69424, -2.99226, -0.68913], [1.98005, -1.93407, -0.22634], [1.45072, -1.92494, 1.08244], [0.74313, -0.82494, 1.53742], [-2.43438, 3.48601, 4.35398], [-2.20284, 1.54631, 5.89884], [-0.99426, -0.43985, 5.16824], [-1.47780, 3.40934, 2.12797], [0.01848, -1.96269, 4.61037], [1.31433, -3.89491, 3.84685], [2.58992, -5.00567, 2.04132], [3.49993, -4.96656, -0.25302], [3.10251, -2.94756, -1.69349], [1.83820, -1.06699, -0.84461], [-2.18761, 1.93439, -0.32215], [-1.88454, 3.76926, -0.37356], [-2.92245, 4.59258, -0.66534], [-2.68809, 5.98493, -0.75552], [-1.42738, 6.46233, -0.58062], [-0.33557, 5.59175, -0.30548], [0.97456, 6.11084, -0.21170], [2.01207, 5.25356, -0.02210], [1.78731, 3.86628, 0.15027], [0.54269, 3.27919, 0.15230], [-0.54161, 4.18776, -0.15911], [-3.91100, 4.18383, -0.83411], [-3.50967, 6.65433, -0.97785], [-1.22670, 7.52554, -0.66060], [1.13208, 7.17918, -0.31753], [3.03105, 5.62660, 0.01320], [2.67980, 3.27467, 0.29272], [3.94836, 0.16789, -0.44797], [2.98563, 0.74514, 0.01685], [1.90487, 1.06764, -0.62027], [3.06626, 1.23283, 1.47521], [4.28659, 1.30050, 2.10829], [4.35112, 1.92917, 3.34523], [3.19698, 2.45770, 3.88254], [2.00177, 2.31210, 3.19512], [1.93473, 1.69816, 2.02032], [5.14897, 0.88213, 1.60648], [5.29450, 2.01968, 3.87020], [3.20175, 2.97479, 4.83188], [1.06682, 2.68821, 3.59541], [-0.64902, -0.37147, -0.83183], [-1.02207, -1.47623, -1.76385], [-2.68034, -1.32887, -2.45054], [-3.03224, -0.11454, -3.04364], [-4.28641, 0.04743, -3.60893], [-5.19467, -1.00609, -3.60178], [-4.84555, -2.22299, -3.03427], [-3.59080, -2.38607, -2.45738], [0.02780, -1.57620, -3.21085], [-0.19052, -2.55322, -4.18751], [0.64210, -2.62130, -5.29327], [1.68362, -1.70724, -5.43346], [1.87929, -0.71657, -4.48206], [1.04970, -0.64287, -3.36862], [-1.01550, -3.03401, -0.85990], [-0.33458, -4.18708, -1.23299], [-0.35990, -5.30632, -0.40711], [-1.06243, -5.27518, 0.78935], [-1.73932, -4.12233, 1.17204], [-1.71303, -3.00442, 0.35323], [-2.32057, 0.70255, -3.06072], [-4.55799, 0.99690, -4.05363], [-6.17614, -0.87710, -4.04180], [-5.54987, -3.04575, -3.03488], [-3.32511, -3.33587, -2.01004], [-1.01671, -3.24989, -4.08967], [0.47708, -3.37990, -6.04857], [2.33900, -1.76772, -6.29377], [2.68161, 0.00130, -4.59710], [1.19927, 0.13261, -2.62155], [0.23710, -4.21037, -2.15218], [0.18269, -6.19825, -0.69523], [-1.07452, -6.14827, 1.43080], [-2.28105, -4.09340, 2.10940], [-2.21890, -2.09442, 0.65918]],
  "mulliken_charge": [0.528, -0.943, -1.121, -0.974, 1.805, -0.035, 0.204, 0.650, -1.196, -1.608, 1.285, -0.791, -1.028, -0.727, 0.851, -0.961, 1.785, 0.463, 0.386, 0.377, 0.252, 0.468, 0.421, 0.438, 0.437, 0.550, -0.717, 0.141, 1.198, -0.855, -0.664, -0.918, 1.023, -0.931, -1.204, 0.393, 0.006, -0.160, 0.451, 0.381, 0.348, 0.351, 0.458, 0.245, -0.748, 0.582, -0.597, 0.230, -0.977, -0.598, -0.953, -0.199, 0.715, 0.560, 0.437, 0.466, 0.276, 0.476, 0.191, 0.692, -0.597, -0.854, -0.499, -0.697, -0.407, 0.825, -0.699, -0.774, -0.558, -0.607, -0.264, 0.844, -0.820, -0.639, -0.547, -0.884, -0.402, 0.509, 0.434, 0.386, 0.423, 0.387, 0.500, 0.418, 0.406, 0.473, -0.006, 0.379, 0.392, 0.401, 0.412, 0.451]
}

(2)
{
  "formula": "C49H36ClGeN6O3RuS3",
  "method": "the ωB97M-V functional and the def2-TZVPD basis",
  "charge": -2,
  "spin_multiplicity": 6,
  "lumo_energy_ev": [3.259, 3.258],
  "s_squared": 8.805,
  "gap_ev": [3.0, 5.8],
  "species": ["Ru", "C", "O", "C", "C", "C", "C", "C", "C", "C", "N", "C", "C", "N", "C", "C", "C", "C", "N", "C", "C", "N", "C", "C", "C", "C", "H", "H", "H", "H", "H", "H", "H", "H", "H", "H", "H", "H", "H", "H", "Cl", "C", "C", "O", "O", "H", "H", "C", "Ge", "C", "C", "C", "C", "C", "C", "C", "C", "C", "C", "C", "C", "C", "C", "C", "C", "C", "C", "H", "H", "H", "H", "H", "H", "H", "H", "H", "H", "H", "H", "H", "H", "H", "S", "C", "S", "C", "N", "N", "C", "C", "C", "C", "C", "C", "S", "H", "H", "H", "H", "H"],
  "coordinates": [[-0.28267, 0.77154, -1.70800], [10.09160, -0.21531, 7.11802], [8.72986, -0.22502, 7.46791], [7.82318, -0.14346, 6.43852], [6.48246, -0.16898, 6.79592], [5.50135, -0.08947, 5.82482], [5.82317, 0.01748, 4.46911], [7.17439, 0.03993, 4.13428], [8.16743, -0.03807, 5.09628], [4.81568, 0.10856, 3.42430], [5.07553, 0.20943, 2.14555], [3.86756, 0.27180, 1.51182], [2.81756, 0.20975, 2.44411], [3.45767, 0.09702, 3.66523], [1.46130, 0.28223, 2.13751], [0.36433, 0.31565, 3.06445], [-0.91421, 0.50022, 2.54727], [-1.13342, 0.55744, 1.18860], [-0.10619, 0.45590, 0.28441], [1.18274, 0.38496, 0.74718], [2.20961, 0.45778, -0.21846], [1.80692, 0.59796, -1.54031], [2.74817, 0.75112, -2.49834], [4.08960, 0.72715, -2.23285], [4.53735, 0.55046, -0.89609], [3.59114, 0.42238, 0.11554], [10.64821, -0.29781, 8.04885], [10.37293, 0.71414, 6.61249], [10.34808, -1.05889, 6.46901], [6.22035, -0.25098, 7.84208], [4.46674, -0.11294, 6.14229], [7.43640, 0.12388, 3.08849], [9.20037, -0.01396, 4.78092], [3.00507, 0.08356, 4.55886], [0.53171, 0.25141, 4.13222], [-1.76780, 0.58268, 3.20988], [-2.11922, 0.70348, 0.76551], [2.36970, 0.88139, -3.50547], [4.78958, 0.83979, -3.04971], [5.59014, 0.52929, -0.64848], [-3.12720, -0.11331, -6.25588], [-0.72562, -0.53806, -5.69595], [-0.62634, -0.25599, -4.32994], [-1.03363, -1.24154, -3.49203], [-0.22986, 0.81058, -3.79856], [-0.35987, 0.19645, -6.39090], [-0.87262, -1.55640, -6.00496], [-0.99768, -0.89698, -2.13933], [-1.95211, -2.45989, -1.36122], [-1.32968, -3.95067, -2.47247], [0.03152, -4.23991, -2.56078], [0.49258, -5.26727, -3.36889], [-0.40610, -6.02346, -4.11054], [-1.76082, -5.74170, -4.04054], [-2.21665, -4.71143, -3.22720], [-1.68528, -2.98051, 0.50259], [-2.26572, -2.27976, 1.55769], [-2.10803, -2.69838, 2.87049], [-1.37501, -3.83982, 3.15317], [-0.81152, -4.56588, 2.11531], [-0.97062, -4.14046, 0.80420], [-3.84184, -2.11713, -1.69507], [-4.23896, -1.52004, -2.89209], [-5.57659, -1.25191, -3.13903], [-6.53752, -1.58060, -2.19371], [-6.15795, -2.18318, -1.00381], [-4.81794, -2.44901, -0.75694], [0.74949, -3.64443, -2.00562], [1.55518, -5.47027, -3.42927], [-0.04808, -6.82140, -4.75012], [-2.46744, -6.31585, -4.62849], [-3.27718, -4.48808, -3.19467], [-2.85369, -1.39228, 1.36188], [-2.54745, -2.11889, 3.67252], [-1.24347, -4.16255, 4.17898], [-0.24097, -5.46314, 2.32361], [-0.52454, -4.72353, 0.00865], [-3.52061, -1.24038, -3.65340], [-5.84715, -0.77215, -4.07091], [-7.58080, -1.35542, -2.37953], [-6.90433, -2.43477, -0.25905], [-4.53449, -2.91186, 0.18149], [-6.03933, 3.34488, -1.55655], [-4.40998, 3.72361, -1.57871], [-3.20408, 2.47789, -1.47661], [-1.93600, 3.66321, -1.60007], [-2.37692, 4.87453, -1.73163], [-3.76425, 4.90841, -1.70592], [-4.31737, 6.21042, -1.85112], [-5.59026, 6.53175, -1.38915], [-6.06729, 7.82535, -1.54625], [-5.29586, 8.80267, -2.15346], [-4.02282, 8.47512, -2.60101], [-3.52897, 7.19176, -2.45181], [-0.26419, 3.24911, -1.52674], [-6.19615, 5.77886, -0.91593], [-7.05936, 8.06033, -1.18079], [-5.67791, 9.80876, -2.27374], [-3.39991, 9.22420, -3.07415], [-2.53721, 6.93697, -2.78981]],
  "mulliken_charge": [-0.762, -0.832, -0.473, 1.048, -0.760, -0.442, 0.364, -0.895, -0.362, 0.032, -0.849, 0.846, 0.367, -0.089, -0.407, -0.887, -1.017, -0.938, 0.577, 0.182, 0.471, 0.281, -0.509, -1.090, -0.352, -0.070, 0.236, 0.326, 0.329, 0.377, 0.275, 0.465, 0.349, 0.190, 0.255, 0.488, 0.482, 0.475, 0.373, 0.533, -0.576, -1.467, 1.247, -0.148, -0.572, 0.408, 0.367, 0.420, 2.135, -0.060, -0.344, -0.756, -0.423, -0.685, -0.408, 0.243, 0.088, -0.889, -0.570, -0.712, -0.547, -0.058, 0.092, -0.649, -0.421, -0.598, -0.279, 0.465, 0.394, 0.360, 0.384, 0.321, 0.617, 0.350, 0.359, 0.396, 0.277, -0.124, 0.435, 0.352, 0.379, 0.374, -0.442, 0.049, 0.134, 0.272, -0.847, 0.565, 0.547, -0.462, -0.609, -0.410, -0.503, -0.371, -0.411, 0.242, 0.339, 0.356, 0.334, 0.454]
}

Molecular weight across the listed records, respectively: 866.6, 1062.2 g/mol.